(1)
Here is a 9-piece molecular cluster, C4H28N2O8S overall at a distorted geometry from OMol25. Energies are from ωB97M-V/def2-TZVPD.

## Properties
Calculated total energy (Ha): -1278.65466
Lowest unoccupied orbital energy (eV): 0.03
Largest force on an atom (Eh/bohr): 0.2030
Energy relative to the best compared isomer or geometry (same formula, charge and spin) (kJ/mol): 573.35
SMILES: NCCNCCS.O.O.O.O.O.O.O.O
HOMO (eV): -8.583

```
! wB97M-V def2-TZVPD RIJCOSX def2/J DEFGRID3
* xyz 0 1
C 2.61432 -0.41223 1.70432
N 1.90143 -1.49631 1.04975
C 0.50073 -1.70573 1.04900
C -0.06363 -3.28550 1.32913
S -1.48009 -3.68777 0.34412
C 2.20155 0.94067 1.07906
N 2.97359 1.55194 -0.10208
H 2.54493 -0.51130 2.86143
H 3.71168 -0.52536 1.61770
H -2.55364 -3.15589 0.89365
H 0.05548 -1.34291 -0.02909
H 0.04305 -1.06753 1.91960
H 0.75375 -4.00312 1.08129
H -0.36785 -3.50253 2.43556
H 2.13220 1.59126 1.92055
H 1.08525 1.07196 0.91629
H 3.93639 1.45115 0.19409
H 2.35936 -1.61457 0.06748
H 2.89920 0.96328 -0.87517
H 4.89001 -0.99942 -1.35022
H 4.26122 -1.57932 -2.56048
O 4.07072 -1.08122 -1.77977
H -2.69504 -1.22220 -1.32461
H -1.53503 -0.27820 -1.95799
O -2.49571 -0.32159 -1.66415
H -0.79906 4.11861 -1.21206
H -1.01515 2.73865 -1.14633
O -0.37341 3.30425 -1.42409
H -3.81421 0.66574 1.81534
H -2.25713 1.01519 1.70859
O -2.93311 0.71470 2.10390
H -1.57112 0.43223 -0.34733
H -0.14015 1.00685 0.06759
O -1.13292 1.13590 0.00454
H 0.34454 1.61037 -2.89290
H -1.14179 1.76285 -3.51096
O -0.59676 1.17570 -2.95340
H 2.39667 3.39435 -0.02415
H 1.22941 4.44377 -0.05712
O 2.18250 4.36856 0.09379
H -4.34590 0.91453 -0.50337
H -4.42553 -0.30273 -0.11064
O -4.71420 0.49319 0.28100
*
```


(2)
Here is a 10-piece molecular cluster, C4H28NO11 overall at a distorted geometry from OMol25. Energies are from ωB97M-V/def2-TZVPD.

## Properties
Calculated total energy (Ha): -1050.80668
Lowest unoccupied orbital energy (alpha / beta) (eV): -6.91 / -13.53
Largest force on an atom (Eh/bohr): 0.1160
Energy relative to the best compared isomer or geometry (same formula, charge and spin) (kJ/mol): 389.54
HOMO (alpha / beta) (eV): -17.539 / -17.188
⟨S²⟩: 0.757

```
! wB97M-V def2-TZVPD RIJCOSX def2/J DEFGRID3
* xyz 2 2
O 1.39418 0.29744 -0.67762
C 0.99015 -0.92382 -0.98082
C 0.36917 -1.53826 0.22136
N -0.76553 -0.73839 0.79105
C -1.10662 -0.66044 2.28159
C -0.12574 -0.11932 3.17348
O 1.03260 -1.40725 -2.05687
H 1.41916 1.06757 -1.39223
H 1.15566 -1.91604 0.87789
H -0.07640 -2.47342 -0.07600
H -1.72224 -0.95748 0.38358
H -0.78091 0.39973 0.52389
H -2.16884 -0.15937 2.27249
H -1.33149 -1.66741 2.61375
H -0.24041 0.96426 3.00743
H -0.11310 -0.39692 4.19324
H 0.90657 -0.40709 2.75272
H -1.92686 -2.25337 -1.75938
H -2.58874 -3.35893 -0.82116
O -2.33347 -2.45502 -0.83434
H 1.76536 -4.33634 -0.65540
H 3.11321 -3.62473 -0.24812
O 2.24337 -3.50719 -0.38612
H -2.49190 -0.04870 -2.95252
H -1.01675 0.00974 -3.49880
O -1.62835 -0.24924 -2.63503
H -1.35221 1.86716 -1.02932
H -1.77455 2.43059 0.54399
O -1.60129 1.60968 -0.05000
H -0.65948 4.41531 1.43100
H 0.18278 3.29109 1.85586
O -0.72699 3.44043 1.56433
H 1.85050 1.22303 1.00447
H 2.38979 1.70636 2.26177
O 1.60618 1.74720 1.76927
H 2.78829 -1.94113 1.54326
H 3.87240 -0.83241 1.90711
O 2.93255 -1.04360 1.95408
H 0.87879 0.60693 -3.29485
H 0.33818 1.94867 -3.69967
O 0.38998 1.11211 -3.99747
H -2.16724 2.43122 -3.00599
H -1.61960 3.71977 -2.34969
O -1.30015 2.72759 -2.52622
*
```


(3)
Here is a 11-piece molecular cluster, C4H28NO13 overall at a distorted geometry from OMol25. Energies are from ωB97M-V/def2-TZVPD.

## Properties
Calculated total energy (Ha): -1202.12835
Lowest unoccupied orbital energy (eV): 2.81
Largest force on an atom (Eh/bohr): 0.0666
Energy relative to the best compared isomer or geometry (same formula, charge and spin) (kJ/mol): 450.54
HOMO (eV): -5.605

```
! wB97M-V def2-TZVPD RIJCOSX def2/J DEFGRID3
* xyz -1 1
C 0.66833 -0.15330 0.59146
C 2.00988 -0.31690 1.48386
C 3.28466 -0.67765 0.80593
O 3.20742 -0.22685 -0.59274
N -0.50831 0.53928 1.03071
C -0.52773 1.52461 1.88029
O 0.68110 1.98221 2.46262
O -1.53432 2.22213 2.23535
H 1.13639 0.29215 -0.30100
H 0.34587 -1.16828 0.22236
H 2.12151 0.71366 1.80636
H 1.85851 -1.06274 2.35511
H 3.60567 -1.78160 0.68546
H 4.14996 -0.13541 1.19210
H -1.95688 -1.10359 1.00659
H 0.63747 2.73300 3.03966
H -1.27751 -2.12599 2.98026
H -0.32899 -3.51100 2.87027
O -0.92093 -2.93534 3.31933
H -1.02612 -1.85408 -1.48625
H -2.94384 -2.23116 0.27699
O -2.09733 -2.06421 0.86506
H 0.40900 -0.26522 -2.79679
H -1.09995 -0.34647 -3.36742
O -0.20474 -0.04889 -3.49099
H -2.84911 -0.42597 -1.28333
H -3.43891 0.68690 -2.03847
O -2.82919 -0.05161 -2.16981
H 1.81636 2.18262 -1.70198
H 2.21657 3.04645 -0.59706
O 2.60230 2.40304 -1.18701
H 2.66515 -2.77549 -2.07699
H 2.54639 -1.56777 -1.27102
O 2.12493 -2.47249 -1.33480
H -0.23058 1.70006 -2.77184
H -0.00342 2.66866 -1.52298
O 0.07632 2.63155 -2.52031
H -3.30729 -0.18717 2.17697
H -2.63727 1.15529 1.75753
O -3.44319 0.56340 1.59728
H -1.65827 -3.08134 -0.97221
H 3.06777 0.74821 -0.64615
O -1.49472 -2.65450 -1.81793
H -1.74184 1.81829 -0.64757
H -1.62647 2.85945 0.45475
O -1.54463 2.75407 -0.50165
*
```